C40H35BrFKN5OS as an isolated structure, computed with ωB97M-V with the def2-TZVPD basis set.

Properties
Kohn-Sham gap in eV: 5.9
E_LUMO in eV: 2.0
Strongest force on any atom in eV/A: 0.15
ΔE to the lowest compared entry with this formula, charge and spin in kJ/mol: 0.0
Net charge: -1

Each line ends with the Löwdin charge.
Cartesian coordinates (Å):
K: 0.227 0.625 0.632  0.577
C: -1.823 -2.147 2.453  -0.035
C: -1.366 -2.632 1.105  -0.241
C: -2.282 -3.092 0.164  -0.012
C: -1.873 -3.575 -1.075  -0.273
C: -2.882 -4.056 -2.084  -0.053
C: -0.514 -3.595 -1.367  -0.049
C: 0.427 -3.127 -0.453  -0.269
C: 1.896 -3.150 -0.785  -0.038
C: -0.010 -2.648 0.778  -0.027
H: -1.121 -2.447 3.229  0.082
H: -2.818 -2.527 2.685  0.079
H: -1.864 -1.056 2.490  0.066
H: -3.339 -3.088 0.413  0.112
H: -2.550 -4.974 -2.572  0.075
H: -3.040 -3.305 -2.863  0.061
H: -3.846 -4.249 -1.612  0.073
H: -0.178 -3.989 -2.324  0.117
H: 2.492 -2.850 0.074  0.069
H: 2.137 -2.461 -1.602  0.070
H: 2.214 -4.146 -1.100  0.081
H: 0.710 -2.283 1.504  0.099
Br: 4.316 1.971 7.141  0.643
C: 3.206 1.206 5.792  -0.716
C: 1.873 0.875 6.098  -0.144
C: 1.074 0.311 5.147  -0.010
C: 1.530 0.028 3.808  -0.394
O: 0.775 -0.536 2.975  -0.139
C: 2.892 0.417 3.527  -0.135
C: 3.522 0.246 2.247  -0.097
N: 2.974 -0.102 1.137  0.071
C: 3.814 -0.309 0.048  -0.245
C: 4.905 -1.146 0.106  -0.038
C: 5.696 -1.404 -1.032  -0.089
C: 5.406 -0.823 -2.231  -0.062
C: 4.299 0.056 -2.333  -0.169
C: 3.959 0.716 -3.537  -0.030
C: 2.894 1.566 -3.560  -0.052
C: 2.140 1.751 -2.379  -0.145
N: 2.417 1.147 -1.250  0.097
C: 3.491 0.312 -1.204  -0.167
C: 3.695 0.981 4.539  -0.119
H: 1.487 1.071 7.090  0.092
H: 0.045 0.057 5.369  0.109
H: 4.599 0.472 2.247  0.124
H: 5.127 -1.643 1.043  0.112
H: 6.540 -2.079 -0.945  0.098
H: 6.009 -1.016 -3.110  0.102
H: 4.559 0.540 -4.423  0.110
H: 2.608 2.093 -4.461  0.099
H: 1.270 2.403 -2.375  0.049
H: 4.721 1.245 4.304  0.098
C: -0.927 5.516 -0.859  -0.062
N: -1.600 4.405 -1.498  -0.182
C: -2.973 4.233 -1.469  -0.075
C: -3.224 3.038 -2.027  -0.076
N: -1.976 2.502 -2.337  -0.055
C: -0.944 3.343 -2.003  -0.001
S: -1.548 3.039 1.673  0.429
C: -1.762 1.220 -2.885  -0.278
C: -2.618 0.725 -3.864  -0.003
C: -2.351 -0.526 -4.389  -0.069
C: -1.243 -1.227 -3.937  -0.072
C: -0.465 -0.646 -2.949  -0.113
N: -0.724 0.544 -2.414  0.142
H: -1.300 6.464 -1.250  0.082
H: 0.135 5.424 -1.069  0.084
H: -1.089 5.457 0.218  0.045
H: -3.640 4.948 -1.021  0.120
H: -4.146 2.499 -2.151  0.116
H: -3.447 1.323 -4.216  0.109
H: -2.994 -0.941 -5.155  0.106
H: -0.992 -2.205 -4.323  0.102
H: 0.403 -1.162 -2.555  0.100
F: -5.659 -1.165 2.397  0.009
C: -4.709 -0.198 2.225  -0.321
C: -4.191 0.023 0.970  -0.044
C: -3.215 1.001 0.812  -0.149
C: -2.745 1.781 1.882  -0.773
C: -3.289 1.483 3.146  -0.129
C: -4.263 0.513 3.322  -0.040
H: -4.537 -0.569 0.131  0.110
H: -2.804 1.182 -0.173  0.066
H: -2.931 2.044 4.000  0.092
H: -4.672 0.298 4.302  0.110